{"formula": "C4H24O9", "method": "ωB97M-V/def2-TZVPD", "gap_ev": [8.16, 2.43], "total_charge": 1, "homo_ev": [-13.51, -13.00], "spin_multiplicity": 2, "e_lumo_ha": [-0.1964, -0.3887], "s_squared": 0.7567, "elements": ["C", "C", "C", "C", "O", "H", "H", "H", "H", "H", "H", "H", "H", "H", "H", "O", "H", "H", "O", "H", "H", "O", "H", "H", "O", "H", "H", "O", "H", "H", "O", "H", "H", "O", "H", "H", "O"], "xyz": [[1.0335, -3.0586, -0.3864], [1.8879, -2.3126, -1.3963], [1.4109, -2.7528, -2.7712], [3.3392, -2.7504, -1.1138], [0.3354, -2.4484, 0.4054], [0.8538, -4.1588, -0.4571], [1.7951, -1.2442, -1.2755], [0.3320, -2.9141, -2.8864], [1.8233, -3.7203, -3.0828], [1.6956, -2.0693, -3.5642], [3.9808, -2.6685, -1.9870], [3.4948, -3.7932, -0.8213], [3.8083, -1.9687, -0.5213], [-1.7876, 3.1631, 0.0710], [-3.1455, 2.7160, 0.6281], [-2.7716, 3.2341, -0.1081], [-0.4807, -0.7885, -0.3286], [0.3831, 0.4232, -0.5211], [-0.5380, 0.1488, -0.5393], [-0.5579, 0.8052, 3.9920], [-0.4810, 2.3291, 4.0040], [-0.0242, 1.5301, 4.2774], [-1.1175, 0.1974, 2.1378], [-2.4202, -0.2824, 2.9211], [-1.8424, 0.4661, 2.6500], [-3.5234, 1.4020, -2.0198], [-2.4981, 0.8781, -1.1076], [-2.7982, 0.7601, -2.0440], [-0.2053, 1.2146, -2.1024], [-0.0795, 2.2262, -3.3591], [0.3729, 1.6695, -2.7565], [-0.4460, 2.1889, 1.5097], [0.2343, 3.3742, 1.0374], [-0.5886, 3.1434, 1.4823], [1.3481, -0.5725, 1.2602], [1.7540, 0.5187, 2.2468], [1.4450, 0.3699, 1.3479]]}